15
Properties=species:S:1:pos:R:3:nbo_charge:R:1 method="wB97M-V/def2-TZVPD" gap_ev=10.74 lumo_energy_ev=0.886 spin_multiplicity=1 de_lowest_kj_mol=287.4 e_tot_ev=-8292.0171
C 1.28 -0.46 -0.82 -0.649
C 0.61 0.31 0.36 -0.194
C -0.41 1.57 -0.01 -0.271
N -1.56 0.66 -0.02 -0.601
C -0.74 -0.26 0.79 -0.169
C -0.97 -1.68 0.59 0.272
N -1.11 -2.81 0.38 -0.310
H 0.62 -0.58 -1.68 0.212
H 2.21 0.00 -1.18 0.222
H 1.55 -1.48 -0.49 0.236
H 1.36 0.51 1.13 0.209
H 0.34 1.67 -0.74 0.237
H -0.52 2.27 0.82 0.204
H -1.79 0.28 -0.94 0.368
H -0.87 0.00 1.84 0.235



15
Properties=species:S:1:pos:R:3:nbo_charge:R:1 method="wB97M-V/def2-TZVPD" gap_ev=9.07 smiles=Cn1ccc(N)c1 lumo_energy_ev=0.989 spin_multiplicity=1 de_lowest_kj_mol=203.1 e_tot_ev=-8292.8918
C -1.62 -1.69 -0.41 -0.397
N -0.73 -0.60 -0.04 -0.330
C -0.80 0.15 1.13 -0.073
C 0.28 1.03 1.14 -0.358
C 0.98 0.77 -0.05 0.029
N 2.08 1.66 -0.15 -0.874
C 0.37 -0.23 -0.77 -0.084
H -2.65 -1.44 -0.11 0.210
H -1.61 -1.82 -1.50 0.211
H -1.34 -2.64 0.06 0.200
H -1.64 -0.06 1.80 0.208
H 1.04 1.87 1.40 0.295
H 2.03 2.41 -0.81 0.378
H 3.00 1.30 0.01 0.378
H 0.60 -0.70 -1.72 0.207



15
Properties=species:S:1:pos:R:3:nbo_charge:R:1 method="wB97M-V/def2-TZVPD" gap_ev=10.03 smiles="C/N=C(/C)CC#N" lumo_energy_ev=0.743 spin_multiplicity=1 de_lowest_kj_mol=163.1 e_tot_ev=-8293.3056
C -0.73 -1.71 0.86 -0.439
N -1.17 -0.77 -0.13 -0.413
C -0.37 0.12 -0.52 0.332
C -0.95 1.50 -0.55 -0.668
C 1.15 -0.04 -0.71 -0.596
C 1.96 0.60 0.33 0.281
N 2.58 1.11 1.16 -0.318
H -1.12 -1.21 1.76 0.217
H 0.36 -1.81 0.99 0.170
H -1.22 -2.67 0.75 0.207
H -0.41 2.03 0.26 0.233
H -0.88 2.07 -1.47 0.219
H -1.98 1.39 -0.21 0.246
H 1.40 0.43 -1.67 0.265
H 1.43 -1.10 -0.79 0.263



15
Properties=species:S:1:pos:R:3:nbo_charge:R:1 method="wB97M-V/def2-TZVPD" gap_ev=10.57 smiles=C[C@H]1CN[C@H]1C#N lumo_energy_ev=0.943 spin_multiplicity=1 de_lowest_kj_mol=127.5 e_tot_ev=-8293.6749
C 1.45 -0.46 -0.63 -0.617
C 0.60 0.30 0.37 -0.203
C -0.32 1.40 -0.21 -0.215
N -1.49 0.80 0.48 -0.591
C -0.71 -0.38 0.89 -0.157
C -1.06 -1.64 0.22 0.262
N -1.36 -2.62 -0.30 -0.320
H 0.85 -0.80 -1.48 0.216
H 2.24 0.18 -1.02 0.219
H 1.91 -1.34 -0.18 0.221
H 1.21 0.65 1.20 0.215
H -0.37 1.38 -1.30 0.182
H -0.12 2.43 0.12 0.192
H -2.28 0.60 -0.12 0.370
H -0.74 -0.55 1.97 0.228



15
Properties=species:S:1:pos:R:3:nbo_charge:R:1 method="wB97M-V/def2-TZVPD" gap_ev=11.00 lumo_energy_ev=0.925 spin_multiplicity=1 de_lowest_kj_mol=217.7 e_tot_ev=-8292.7401
H -2.25 -1.03 -1.31 0.332
N -1.24 -1.20 -1.34 -0.606
C -0.61 -0.18 -0.92 0.333
C -1.20 1.12 -0.44 -0.693
C 0.90 -0.25 -0.86 -0.530
C 1.30 -0.14 0.57 0.254
N 2.08 0.38 1.41 -0.309
C 1.00 -0.59 1.90 -0.332
H -0.89 1.35 0.59 0.233
H -0.84 1.93 -1.08 0.232
H -2.29 1.09 -0.47 0.222
H 1.38 0.51 -1.50 0.240
H 1.21 -1.25 -1.21 0.265
H 0.16 -0.15 2.44 0.175
H 1.31 -1.58 2.22 0.184



15
Properties=species:S:1:pos:R:3:nbo_charge:R:1 method="wB97M-V/def2-TZVPD" gap_ev=8.86 smiles=Cn1cccc1N lumo_energy_ev=1.007 spin_multiplicity=1 de_lowest_kj_mol=49.8 e_tot_ev=-8294.4804
C -1.34 -1.31 0.42 -0.396
N -0.13 -0.57 0.17 -0.339
C 1.16 -0.92 0.51 -0.078
C 2.01 0.06 0.05 -0.297
C 1.22 1.06 -0.57 -0.340
C -0.08 0.64 -0.48 0.276
N -1.31 1.33 -0.64 -0.838
H -2.06 -0.72 1.00 0.209
H -1.82 -1.58 -0.53 0.211
H -1.10 -2.22 0.97 0.208
H 1.36 -1.84 1.04 0.207
H 3.08 0.08 0.17 0.220
H 1.53 2.01 -0.98 0.217
H -1.30 1.93 0.18 0.367
H -1.27 1.94 -1.45 0.373



15
Properties=species:S:1:pos:R:3:nbo_charge:R:1 method="wB97M-V/def2-TZVPD" gap_ev=8.28 lumo_energy_ev=0.788 spin_multiplicity=1 de_lowest_kj_mol=427.5 e_tot_ev=-8290.5660
C 2.62 0.40 0.23 -0.623
N 1.03 -0.14 -0.42 -0.485
C 0.48 -1.31 0.16 -0.001
C -0.83 -1.12 0.41 -0.275
C -1.19 0.21 -0.07 0.130
N -2.46 0.77 0.08 -0.794
C -0.06 0.77 -0.57 -0.137
H 1.62 -0.29 -1.23 0.478
H 2.31 1.43 0.50 0.134
H 2.59 -0.15 1.19 0.132
H 1.12 -2.16 0.36 0.230
H -1.51 -1.82 0.89 0.230
H -3.21 0.10 -0.04 0.378
H -2.61 1.59 -0.49 0.380
H 0.11 1.74 -1.01 0.222



15
Properties=species:S:1:pos:R:3:nbo_charge:R:1 method="wB97M-V/def2-TZVPD" gap_ev=9.89 lumo_energy_ev=0.007 spin_multiplicity=1 de_lowest_kj_mol=194.7 e_tot_ev=-8292.9786
H 1.17 -1.58 -1.75 0.346
N 1.29 -1.68 -0.74 -0.526
C 1.76 -0.62 -0.22 0.027
C 2.10 0.59 -0.94 0.201
N 2.40 1.55 -1.52 -0.268
H 1.92 -0.59 0.86 0.210
C -0.70 1.55 0.36 -0.408
C -0.93 0.39 0.96 -0.178
C -1.66 -0.76 0.33 -0.658
H -1.03 1.73 -0.67 0.195
H -0.17 2.37 0.85 0.205
H -0.59 0.24 1.99 0.194
H -1.88 -0.56 -0.72 0.209
H -1.07 -1.69 0.38 0.231
H -2.61 -0.95 0.85 0.222



15
Properties=species:S:1:pos:R:3:nbo_charge:R:1 method="wB97M-V/def2-TZVPD" gap_ev=9.35 smiles=Cc1ccn(C)n1 lumo_energy_ev=0.944 spin_multiplicity=1 de_lowest_kj_mol=210.9 e_tot_ev=-8292.8100
C -2.44 -0.61 0.14 -0.637
C -1.09 0.04 0.14 0.150
C -0.68 1.35 -0.19 -0.355
C 0.71 1.22 -0.13 -0.009
N 1.04 -0.08 -0.25 -0.184
C 2.39 -0.60 -0.09 -0.414
N -0.03 -0.76 0.31 -0.309
H -2.51 -1.15 -0.81 0.225
H -3.28 0.09 0.20 0.214
H -2.50 -1.34 0.94 0.233
H -1.24 2.21 -0.55 0.234
H 1.44 1.83 0.39 0.211
H 3.13 -0.04 -0.69 0.215
H 2.43 -1.64 -0.40 0.227
H 2.63 -0.52 0.97 0.201



15
Properties=species:S:1:pos:R:3:nbo_charge:R:1 method="wB97M-V/def2-TZVPD" gap_ev=8.88 smiles="CC=C=C/N=N/C" lumo_energy_ev=0.396 spin_multiplicity=1 de_lowest_kj_mol=455.3 e_tot_ev=-8290.2780
C -0.98 1.70 0.38 -0.637
C -0.32 0.52 1.06 -0.097
C -1.28 -0.44 1.24 -0.078
C -1.36 -1.38 0.30 -0.245
N -0.18 -1.51 -0.51 -0.105
N 0.69 -0.67 -0.26 -0.151
C 1.92 -0.73 -1.05 -0.438
H -1.98 1.41 0.01 0.234
H -0.41 2.16 -0.41 0.217
H -1.18 2.39 1.21 0.232
H 0.54 0.75 1.71 0.227
H -2.19 -2.04 0.06 0.209
H 1.77 -0.20 -1.99 0.212
H 2.22 -1.76 -1.26 0.216
H 2.72 -0.23 -0.49 0.205



15
Properties=species:S:1:pos:R:3:nbo_charge:R:1 method="wB97M-V/def2-TZVPD" gap_ev=10.07 smiles="C[C@H]1[C@@H]2N=CCN12" lumo_energy_ev=1.080 spin_multiplicity=1 de_lowest_kj_mol=203.1 e_tot_ev=-8292.8915
C 0.99 1.33 1.51 -0.620
C 0.50 0.54 0.32 -0.080
C 0.05 -0.85 0.53 0.038
N 0.08 -1.93 -0.41 -0.387
C -0.69 -1.60 -1.37 0.108
C -1.11 -0.15 -1.29 -0.316
N -0.92 0.19 0.14 -0.396
H 1.99 1.68 1.27 0.218
H 0.35 2.18 1.75 0.224
H 1.07 0.70 2.41 0.212
H 0.95 0.84 -0.62 0.191
H 0.06 -1.17 1.57 0.197
H -0.90 -2.27 -2.20 0.196
H -0.35 0.35 -1.91 0.196
H -2.08 0.15 -1.70 0.219



15
Properties=species:S:1:pos:R:3:nbo_charge:R:1 method="wB97M-V/def2-TZVPD" gap_ev=8.93 smiles="[H]/N=C/C(N)=C=CC" lumo_energy_ev=0.861 spin_multiplicity=1 de_lowest_kj_mol=245.4 e_tot_ev=-8292.4525
H 0.09 3.12 0.88 0.336
N 0.15 2.13 0.64 -0.599
C -1.00 1.68 0.34 0.104
C -1.18 0.26 -0.02 -0.018
N -2.49 -0.25 -0.11 -0.801
C -0.07 -0.42 -0.23 0.074
C 1.01 -0.94 -0.74 -0.242
C 2.30 -1.28 -0.05 -0.633
H -1.93 2.26 0.39 0.156
H -3.08 -0.07 0.69 0.368
H -2.52 -1.22 -0.37 0.382
H 0.82 -1.24 -1.76 0.213
H 2.22 -1.07 1.03 0.223
H 2.56 -2.32 -0.21 0.212
H 3.14 -0.67 -0.42 0.224